No. 1
{
  "formula": "C6H12S2",
  "method": "wB97M-V/def2-TZVPD",
  "symbols": ["C", "C", "C", "C", "C", "C", "H", "H", "H", "H", "H", "H", "H", "H", "H", "H", "H", "H", "S", "S"],
  "coordinates": [[0.36028, -0.49810, -1.63434], [-0.49104, 0.72527, -1.21529], [-0.10993, 1.95396, -2.04045], [-0.65835, -0.34705, 1.36034], [-0.38007, -0.49214, 2.80808], [0.15836, -1.52968, 1.81896], [0.23176, -0.69810, -2.71783], [1.40427, -0.27211, -1.48446], [0.10347, -1.39303, -1.07386], [-1.56572, 0.53822, -1.33954], [-0.68739, 2.82194, -1.71961], [-0.34145, 1.78464, -3.09894], [0.96291, 2.19733, -1.96100], [-1.65419, -0.65508, 1.08535], [-1.27094, -0.63206, 3.41939], [0.39740, 0.10033, 3.27997], [-0.33509, -2.48506, 1.68530], [2.03765, -0.53225, 0.79397], [-0.05981, 1.09924, 0.53817], [1.89789, -1.68628, 1.49579]],
  "forces_ev_per_a": [[-0.9, 0.4, -0.9], [1.1, -0.4, 0.0], [0.0, 0.1, -0.1], [0.2, 0.2, -0.3], [-0.1, -0.5, 0.4], [-0.4, 0.2, 0.1], [-0.1, 0.0, 0.5], [0.4, 0.1, 0.1], [0.0, 0.0, 0.0], [0.2, 0.0, 0.3], [0.1, 0.1, 0.0], [0.1, 0.0, 0.2], [-0.4, -0.2, 0.0], [-0.3, 0.2, -0.2], [0.4, -0.4, 0.1], [-0.1, 0.1, -0.2], [-0.1, 0.1, 0.3], [-0.1, -0.3, 0.2], [-0.4, 0.1, -0.4], [0.3, 0.3, -0.1]],
  "spin_multiplicity": 1,
  "de_lowest_kj_mol": 105.5,
  "homo_energy_ev": -8.54,
  "lumo_ev": 0.90,
  "orbital_gap_ev": 9.4,
  "smiles": "CC(C)S[C@@H]1C[C@@H]1S",
  "charge": 0
}


No. 2
{
  "formula": "C3H7ClN4",
  "method": "wB97M-V/def2-TZVPD",
  "symbols": ["C", "C", "C", "H", "H", "H", "H", "H", "H", "H", "N", "N", "N", "N", "Cl"],
  "coordinates": [[-0.88330, -1.07107, -0.60447], [0.28640, -0.30785, -0.12011], [0.44787, 1.04307, -0.09681], [-1.73077, 0.11941, 1.38082], [-3.34162, -0.25740, 1.05282], [-0.65369, -1.86892, -1.34099], [2.46126, 1.07534, 0.26154], [1.63810, 2.48849, 0.61657], [-1.54122, 1.53816, -0.32156], [-0.39034, 2.68437, -0.91853], [-2.44079, 0.01914, 0.64951], [-2.11206, -0.94830, -0.28474], [1.66902, 1.66439, 0.04945], [-0.59228, 1.94891, -0.24367], [1.69325, -1.32666, 0.17669]],
  "forces_ev_per_a": [[0.4, -0.2, -0.4], [-0.2, -0.1, -0.1], [-0.2, -0.2, 0.0], [-0.1, 0.0, -0.1], [0.6, 0.3, -0.2], [-0.2, 0.5, 0.5], [-0.2, -0.1, -0.1], [0.0, 0.3, 0.1], [0.9, 0.4, 0.1], [-0.1, -0.3, 0.3], [-0.7, -0.2, 0.5], [0.3, -0.1, -0.2], [0.2, -0.2, 0.0], [-0.6, -0.3, -0.4], [-0.1, 0.1, 0.0]],
  "spin_multiplicity": 1,
  "de_lowest_kj_mol": 112.5,
  "homo_energy_ev": -7.93,
  "lumo_ev": 0.87,
  "orbital_gap_ev": 8.8,
  "smiles": "N/N=C\\C(Cl)=C(N)N",
  "charge": 0
}


No. 3
{
  "formula": "C4H5N",
  "method": "wB97M-V/def2-TZVPD",
  "symbols": ["N", "C", "C", "C", "C", "H", "H", "H", "H", "H"],
  "coordinates": [[-1.16426, -0.89684, 2.07128], [-0.24496, -0.30583, 1.69419], [0.48592, -0.23268, 0.44503], [0.32057, 0.94561, -0.44301], [-0.34008, -0.34748, -0.82334], [1.39893, -0.80849, 0.48301], [1.20792, 1.27539, -0.96178], [-0.33475, 1.72586, -0.06695], [0.09684, -0.93706, -1.62386], [-1.42612, -0.41847, -0.77456]],
  "forces_ev_per_a": [[0.0, 0.8, 1.7], [-1.5, -1.8, -1.2], [0.5, 0.1, -0.1], [0.2, 0.3, -0.1], [0.1, 0.0, -0.2], [0.3, 0.3, -0.2], [-0.1, 0.1, -0.2], [0.2, -0.1, -0.1], [0.0, 0.1, 0.1], [0.4, 0.0, 0.3]],
  "spin_multiplicity": 1,
  "de_lowest_kj_mol": 167.2,
  "homo_energy_ev": -10.56,
  "lumo_ev": 0.74,
  "orbital_gap_ev": 11.3,
  "smiles": "N#CC1CC1",
  "charge": 0
}


No. 4
{
  "formula": "C26H25N6O2V",
  "method": "wB97M-V/def2-TZVPD",
  "symbols": ["V", "C", "C", "C", "C", "C", "C", "N", "C", "C", "C", "C", "C", "N", "C", "C", "C", "C", "C", "C", "N", "H", "H", "H", "H", "H", "H", "H", "H", "H", "H", "H", "H", "H", "H", "H", "O", "C", "O", "C", "C", "C", "C", "C", "N", "H", "H", "H", "H", "C", "N", "C", "C", "N", "H", "H", "H", "H", "H", "H"],
  "coordinates": [[-0.02976, 0.05112, -0.07385], [1.32266, -0.58041, -3.11521], [1.74803, 0.69950, -2.46744], [2.46243, 1.64628, -3.19629], [2.86974, 2.82073, -2.60298], [2.62808, 3.02563, -1.24263], [1.97028, 2.05399, -0.54853], [1.47684, 0.92708, -1.16318], [1.85967, 1.98066, 0.92742], [2.48729, 2.76542, 1.86376], [2.42350, 2.36688, 3.19857], [1.79435, 1.18226, 3.55519], [1.18241, 0.44394, 2.56137], [1.18828, 0.88282, 1.30116], [0.60732, -0.91016, 2.65924], [0.45679, -1.59353, 3.83033], [0.07837, -2.93537, 3.76709], [-0.05916, -3.52867, 2.53686], [0.10078, -2.78999, 1.36088], [0.02608, -3.51163, 0.04844], [0.36482, -1.47029, 1.43180], [2.20970, -1.11378, -3.46092], [0.70629, -0.38186, -3.99269], [0.78190, -1.24238, -2.44501], [2.69474, 1.43771, -4.23277], [3.40745, 3.56553, -3.17663], [2.98839, 3.91353, -0.74138], [3.04591, 3.64488, 1.57639], [2.91922, 2.95936, 3.95689], [1.81863, 0.83097, 4.57707], [0.64588, -1.11442, 4.78107], [-0.05930, -3.50965, 4.67436], [-0.28073, -4.58462, 2.45466], [0.49282, -4.48848, 0.16908], [0.54953, -2.99037, -0.74723], [-1.00906, -3.68233, -0.25095], [-2.90619, -2.13072, -1.49748], [-2.14788, -1.24488, -1.55532], [-1.00700, -1.14528, -0.72152], [-2.14671, -0.03776, -2.42445], [-2.96074, 0.06504, -3.52799], [-2.84733, 1.21386, -4.30589], [-1.94384, 2.19337, -3.92842], [-1.17633, 2.00429, -2.78636], [-1.26962, 0.90281, -2.04276], [-3.65034, -0.73340, -3.77038], [-3.45350, 1.33535, -5.19466], [-1.82865, 3.09897, -4.50924], [-0.47012, 2.75915, -2.45837], [-4.29627, 2.82860, 0.99878], [-3.03981, 2.55552, 1.75371], [-2.91297, 3.11152, 3.12931], [-2.13529, 1.81412, 1.25669], [-1.30295, 1.12753, 0.79791], [-4.43467, 3.90502, 0.94661], [-5.12556, 2.36918, 1.53092], [-4.22083, 2.41358, -0.00182], [-3.09635, 4.18128, 3.07737], [-1.91301, 2.92612, 3.50956], [-3.65261, 2.63673, 3.76923]],
  "forces_ev_per_a": [[0.6, 0.6, -1.2], [0.0, 0.1, 0.0], [-0.1, 0.0, 0.2], [0.1, 0.0, -0.1], [0.0, 0.1, 0.0], [0.1, 0.2, -0.1], [-0.1, -0.4, 0.2], [0.2, 0.3, -0.1], [-0.1, -0.3, -0.3], [0.1, 0.2, 0.1], [0.0, 0.0, 0.0], [0.1, 0.1, 0.2], [-0.2, -0.1, -0.2], [0.7, 0.2, 0.5], [0.0, 0.1, -0.3], [0.0, -0.1, 0.2], [0.0, 0.0, 0.1], [0.0, -0.1, 0.0], [0.0, 0.2, -0.1], [0.1, 0.0, 0.1], [0.0, 0.2, 0.1], [0.0, 0.0, 0.0], [0.0, 0.0, 0.0], [0.0, 0.0, 0.1], [0.0, 0.0, 0.0], [0.0, 0.0, 0.0], [0.0, 0.0, 0.0], [0.0, 0.0, 0.0], [0.0, 0.0, 0.0], [0.0, 0.0, 0.0], [0.0, 0.0, 0.0], [0.0, 0.0, 0.0], [0.0, 0.0, 0.0], [0.0, 0.0, 0.0], [0.0, 0.0, 0.0], [0.0, 0.0, 0.0], [-0.1, -0.4, 0.1], [0.2, 0.7, -0.2], [-1.1, -2.0, -0.2], [0.3, 0.2, 0.2], [-0.1, 0.0, -0.1], [0.0, 0.0, 0.0], [-0.1, 0.0, -0.1], [0.0, 0.0, 0.2], [0.1, -0.2, 0.1], [0.0, 0.0, 0.0], [0.0, 0.0, 0.0], [0.0, 0.0, 0.0], [0.0, 0.0, 0.0], [0.1, 0.0, 0.1], [-0.1, 0.1, 0.0], [-0.1, -0.1, -0.2], [0.0, -0.1, 0.1], [-0.8, 0.7, 0.5], [0.0, 0.0, 0.0], [0.0, 0.0, 0.0], [0.0, 0.0, 0.0], [0.0, 0.0, 0.0], [0.0, 0.0, 0.0], [0.0, 0.0, 0.0]],
  "spin_multiplicity": 2,
  "de_lowest_kj_mol": 43.1,
  "homo_energy_ev": [-17.59, -17.58],
  "lumo_ev": [-11.19, -10.71],
  "orbital_gap_ev": [6.4, 6.9],
  "charge": 3
}


No. 5
{
  "formula": "C3H7NO2",
  "method": "wB97M-V/def2-TZVPD",
  "symbols": ["C", "N", "C", "O", "O", "C", "H", "H", "H", "H", "H", "H", "H"],
  "coordinates": [[0.66094, 2.01723, 0.70362], [-0.49430, 1.25198, 0.38262], [-0.51034, 0.04660, -0.01362], [-1.76769, -0.37162, -0.22192], [0.51293, -0.77716, -0.22590], [0.24143, -2.10568, -0.68220], [0.59958, 2.32238, 1.75445], [0.65715, 2.92732, 0.09308], [1.58887, 1.46644, 0.53529], [-2.07057, 0.54940, 0.06365], [-0.38585, -2.64337, 0.03324], [1.21553, -2.59299, -0.76267], [-0.24769, -2.09054, -1.65965]],
  "forces_ev_per_a": [[0.4, 0.1, 0.1], [0.3, -0.1, 0.0], [0.3, 0.7, 0.2], [-0.1, 0.2, 0.1], [-0.1, 0.3, 0.1], [-0.1, -0.2, -0.1], [0.2, 0.0, -0.1], [0.2, -0.1, 0.1], [0.2, 0.1, 0.1], [-1.0, -1.2, -0.4], [0.1, 0.1, -0.1], [-0.2, 0.1, 0.0], [0.0, 0.0, 0.1]],
  "spin_multiplicity": 1,
  "de_lowest_kj_mol": 186.6,
  "homo_energy_ev": -9.18,
  "lumo_ev": 0.90,
  "orbital_gap_ev": 10.1,
  "smiles": "C/N=C(/O)OC",
  "charge": 0
}


No. 6
{
  "formula": "C15H21ClN2O2",
  "method": "wB97M-V/def2-TZVPD",
  "symbols": ["C", "C", "C", "C", "C", "C", "C", "H", "H", "C", "O", "N", "H", "C", "C", "H", "C", "N", "C", "C", "O", "C", "C", "H", "H", "H", "H", "H", "H", "H", "H", "H", "H", "H", "H", "H", "Cl", "H", "H", "H", "H"],
  "coordinates": [[-5.77705, -1.95290, -0.86936], [-4.63615, -1.05143, -0.51261], [-3.44021, -1.57696, -0.04298], [-2.38752, -0.73571, 0.27454], [-2.49685, 0.64101, 0.12967], [-3.69369, 1.16153, -0.34656], [-4.74840, 0.32676, -0.66331], [-5.67318, 0.74837, -1.02818], [-3.79350, 2.23125, -0.45534], [-1.37410, 1.55843, 0.53347], [-1.18536, 1.90414, 1.67826], [-0.63749, 1.98512, -0.51718], [-0.81148, 1.59395, -1.43004], [0.52574, 2.82883, -0.36438], [1.82240, 2.09870, -0.71660], [2.63995, 2.81918, -0.68327], [2.08711, 0.93895, 0.24363], [3.14056, 0.06826, -0.24808], [3.09393, -1.25076, 0.36206], [4.15802, -2.13701, -0.28385], [5.44736, -1.59255, -0.12800], [5.50326, -0.30222, -0.68699], [4.46764, 0.62940, -0.05746], [4.52127, 1.60358, -0.54509], [4.69832, 0.75585, 1.01611], [6.51453, 0.06688, -0.50670], [5.32076, -0.35825, -1.77123], [4.18048, -3.12050, 0.18851], [3.92892, -2.24868, -1.35467], [2.10744, -1.68653, 0.19157], [3.27598, -1.20096, 1.45021], [2.31093, 1.33104, 1.25002], [1.17861, 0.33819, 0.31859], [1.76154, 1.70180, -1.73218], [0.54071, 3.14322, 0.68178], [0.41205, 3.71247, -1.00163], [-0.90547, -1.41441, 0.85355], [-3.32438, -2.64268, 0.08149], [-6.72406, -1.51174, -0.56719], [-5.80766, -2.10419, -1.94856], [-5.67028, -2.92354, -0.39284]],
  "forces_ev_per_a": [[0.0, 0.0, -0.1], [0.1, 0.1, 0.1], [0.0, 0.1, 0.0], [-0.2, 0.2, -0.1], [0.0, -0.2, 0.2], [0.1, -0.1, 0.0], [0.0, 0.0, 0.0], [-0.1, 0.0, 0.0], [0.0, 0.1, 0.0], [-0.2, -0.1, -0.4], [0.0, 0.0, 0.3], [0.2, 0.0, -0.3], [-0.1, 0.0, 0.1], [0.3, 0.2, 0.0], [-0.2, -0.1, 0.3], [0.0, 0.1, -0.1], [0.0, 0.1, -0.3], [0.0, -0.1, 0.1], [0.2, -0.2, -0.2], [-0.4, -0.1, 0.1], [0.1, 0.0, 0.1], [0.0, 0.4, 0.0], [0.2, -0.2, -0.2], [0.1, 0.0, 0.0], [0.0, 0.0, 0.0], [-0.1, 0.0, -0.1], [0.0, 0.0, 0.1], [-0.1, 0.0, -0.1], [0.0, 0.0, 0.1], [0.0, 0.0, 0.0], [0.0, 0.0, 0.0], [0.0, 0.0, 0.0], [0.0, 0.1, 0.1], [0.1, 0.0, -0.1], [0.0, 0.1, -0.1], [0.0, 0.0, 0.1], [0.1, -0.2, 0.1], [0.0, -0.1, 0.0], [-0.1, 0.0, 0.0], [-0.1, -0.1, -0.1], [-0.1, -0.1, 0.0]],
  "spin_multiplicity": 1,
  "de_lowest_kj_mol": 10.5,
  "homo_energy_ev": -8.69,
  "lumo_ev": 0.75,
  "orbital_gap_ev": 9.4,
  "smiles": "Cc1ccc(C(=O)NCCCN2CCOCC2)c(Cl)c1",
  "charge": 0
}